Computed, not measured: C27H20AsF5N5O5PS6Zr as an isolated structure at a distorted geometry, with wB97M-V/def2-TZVPD.

```
! RIJCOSX wB97M-V def2-TZVPD def2/J DEFGRID3
* xyz -2 1
Zr 0.4916 0.3381 0.4627
N -2.8162 3.4413 -0.8045
C -2.2864 2.2391 -1.0281
N -1.2922 2.0471 -0.1884
C -1.2688 3.1947 0.5370
N -2.1776 4.0760 0.2001
C -0.2727 3.4120 1.5947
C -0.0916 4.6741 2.1417
N 0.8521 4.9135 3.0425
C 1.5990 3.8750 3.3925
C 1.4113 2.6036 2.8681
N 0.4658 2.3665 1.9615
H -3.5969 3.8717 -1.2651
H -2.6307 1.5586 -1.7897
H -0.7210 5.4926 1.8197
H 2.3833 4.0386 4.1206
H 2.0028 1.7715 3.1989
O -3.1157 0.9570 1.8048
C -2.4351 0.1104 1.2657
O -1.1809 -0.1603 1.5480
C -2.9268 -0.7686 0.1250
P -1.4671 -1.1445 -1.0328
C -1.6493 -2.9626 -1.0602
C -1.7089 -3.6578 0.1514
C -1.8162 -5.0348 0.1683
C -1.8543 -5.7431 -1.0310
C -1.7634 -5.0644 -2.2303
C -1.6521 -3.6778 -2.2464
C -2.2024 -0.6684 -2.6475
C -1.4781 0.1205 -3.5392
C -2.0467 0.5167 -4.7447
C -3.3405 0.1369 -5.0673
C -4.0693 -0.6547 -4.1853
C -3.4996 -1.0586 -2.9877
H -3.7709 -0.2877 -0.3681
H -3.2678 -1.7076 0.5606
H -1.6470 -3.1193 1.0904
H -1.8505 -5.5580 1.1159
H -1.9250 -6.8243 -1.0208
H -1.7316 -5.6053 -3.1671
H -1.5376 -3.1680 -3.1931
H -0.4627 0.4144 -3.3054
H -1.4562 1.1079 -5.4334
H -3.7798 0.4426 -6.0098
H -5.0759 -0.9679 -4.4364
H -4.0633 -1.6917 -2.3121
S 1.6202 -3.9214 -3.0594
As 1.2590 -1.8530 -2.7031
S 2.4765 -1.3155 -0.5919
S 1.0927 -2.0606 0.7371
S 2.1602 -0.6395 -4.2751
C 3.1652 2.0288 -2.3515
S 1.8404 2.1561 -1.2239
O 1.3340 3.5076 -1.2286
O 2.3201 1.6842 0.1151
O 0.7976 1.1334 -1.5748
H 3.3688 3.0259 -2.7317
H 2.8499 1.3206 -3.1398
H 4.0181 1.6175 -1.8173
F 6.8105 -0.3757 4.7333
C 5.4647 -0.3976 4.6867
C 4.7940 -0.2347 3.4905
F 5.4899 -0.0526 2.3624
C 3.4100 -0.2516 3.4741
F 2.8342 -0.0706 2.2693
C 2.6098 -0.4249 4.6094
S 0.8730 -0.4113 4.5311
C 3.3432 -0.5875 5.7929
F 2.7056 -0.7583 6.9635
C 4.7228 -0.5776 5.8408
F 5.3626 -0.7372 7.0154
*
```

Results
gap between HOMO and LUMO	4.70	eV
ΔE to the lowest compared entry with this formula, charge and spin	2.891	eV
LUMO	3.6	eV

Löwdin population analysis, charges in e, atoms 1 to 8: 1.332 0.054 -0.102 0.073 -0.309 0.148 -0.181 -0.064

***

Computed, not measured: C25H17AsCl2O2PtS as an isolated structure, with wB97M-V/def2-TZVPD.

```
! RIJCOSX wB97M-V def2-TZVPD def2/J DEFGRID3
* xyz 0 3
Pt -1.6132 -0.5033 0.9755
S -2.2594 -2.3293 -0.0813
C -0.9152 -3.0659 -0.9732
C -1.1114 -4.3358 -1.5132
C -0.0822 -4.9758 -2.1848
C 1.1542 -4.3594 -2.3281
C 1.3529 -3.0893 -1.8046
C 0.3162 -2.4435 -1.1422
As 0.4723 -0.6824 -0.3826
C -0.1215 0.4451 -1.8508
C -0.7440 -0.0839 -2.9723
C -1.2212 0.7662 -3.9634
C -1.0760 2.1398 -3.8345
C -0.4566 2.6680 -2.7085
C 0.0151 1.8226 -1.7153
C 2.3742 -0.3582 -0.3776
C 3.1007 -0.7581 0.7399
C 4.4810 -0.6161 0.7584
C 5.1335 -0.0716 -0.3390
C 4.4078 0.3303 -1.4523
C 3.0251 0.1900 -1.4779
H -2.0710 -4.8220 -1.3878
H -0.2445 -5.9673 -2.5878
H 1.9614 -4.8641 -2.8427
H 2.3151 -2.6044 -1.9205
H -0.8639 -1.1548 -3.0781
H -1.7084 0.3509 -4.8364
H -1.4488 2.7996 -4.6074
H -0.3469 3.7396 -2.5998
H 0.4849 2.2463 -0.8347
H 2.5929 -1.1764 1.6009
H 5.0427 -0.9263 1.6300
H 6.2099 0.0418 -0.3255
H 4.9178 0.7552 -2.3076
H 2.4681 0.5035 -2.3500
Cl -3.8307 4.3299 6.2078
C -3.0969 3.1248 5.1830
C -2.3542 2.0878 5.7717
C -1.7612 1.1312 4.9991
Cl -0.8587 -0.1356 5.7600
C -1.8539 1.1384 3.5735
O -1.2395 0.2337 2.9006
C -2.6195 2.1918 3.0190
C -2.8202 2.3264 1.6073
O -2.3664 1.6075 0.7145
C -3.2323 3.1727 3.8313
H -2.2529 2.0421 6.8478
H -3.4486 3.1737 1.2936
H -3.8066 3.9646 3.3658
*
```

Results
gap between HOMO and LUMO (spin up / spin down)	7.28 / 6.65	eV
LUMO (spin up / spin down)	-0.1 / -1.4	eV

Löwdin population analysis, charges in e, atoms 1 to 8: 0.730 0.535 -0.679 -0.118 -0.079 -0.081 -0.085 -0.416

***

Computed, not measured: C48H59Cl2F10N3O2SeTeV as an isolated structure at a distorted geometry, with wB97M-V/def2-TZVPD.

```
! RIJCOSX wB97M-V def2-TZVPD def2/J DEFGRID3
* xyz -2 2
V -1.3705 0.0276 0.1055
C 5.6642 3.5703 0.0493
C 4.4846 3.7454 -0.9169
C 4.9134 3.2004 -2.2813
C 4.2030 5.2475 -1.0763
C 3.2327 3.0624 -0.3873
C 2.5674 2.0456 -1.0589
C 1.3552 1.5951 -0.5845
Se 0.4543 0.1032 -1.3944
C 1.4961 -1.1628 -0.3562
C 2.6212 -1.7507 -0.8771
C 3.3221 -2.6929 -0.1362
C 2.8098 -3.0112 1.1175
C 1.6722 -2.4405 1.6717
C 0.9622 -1.4513 0.9304
O -0.1056 -0.8560 1.3237
C 1.2213 -2.9818 3.0302
C 2.3262 -2.7379 4.0737
C 0.9606 -4.4920 2.8893
C -0.0615 -2.3422 3.5656
C 4.5673 -3.3155 -0.7452
C 5.1975 -4.3907 0.1434
C 5.6092 -2.2086 -0.9754
C 4.2119 -3.9737 -2.0878
C 0.7006 2.1211 0.5489
O -0.5327 1.8079 0.7782
C 1.4734 3.0370 1.3284
C 2.6777 3.4879 0.8212
C 0.9371 3.5257 2.6693
C 0.4541 2.3143 3.4797
C 1.9889 4.2434 3.5291
C -0.2210 4.4918 2.3854
H 6.5499 4.0626 -0.3546
H 5.4465 4.0104 1.0186
H 5.8898 2.5164 0.1962
H 5.7638 3.7733 -2.6539
H 5.2133 2.1573 -2.2090
H 4.1049 3.2838 -3.0019
H 5.0726 5.7495 -1.5013
H 3.3488 5.4008 -1.7310
H 3.9800 5.7034 -0.1155
H 2.9606 1.5798 -1.9525
H 2.9276 -1.4681 -1.8771
H 3.3086 -3.7727 1.6972
H 3.2637 -3.2060 3.7815
H 2.5024 -1.6687 4.1764
H 2.0271 -3.1387 5.0438
H 1.8737 -5.0391 2.6619
H 0.5406 -4.8941 3.8123
H 0.2549 -4.6638 2.0808
H 0.0738 -1.2745 3.7206
H -0.8838 -2.4824 2.8703
H -0.3263 -2.8067 4.5190
H 5.5091 -3.9729 1.0981
H 4.4953 -5.2031 0.3173
H 6.0798 -4.7989 -0.3514
H 5.8733 -1.7476 -0.0248
H 6.5139 -2.6184 -1.4283
H 5.2109 -1.4348 -1.6275
H 3.4266 -4.7118 -1.9422
H 3.8489 -3.2445 -2.8062
H 5.0873 -4.4691 -2.5113
H 3.2259 4.2298 1.3834
H 1.2976 1.6546 3.6826
H 0.0222 2.6300 4.4314
H -0.2860 1.7475 2.9186
H 2.8710 3.6189 3.6636
H 2.2943 5.1927 3.0915
H 1.5656 4.4496 4.5133
H -0.8801 4.0446 1.6512
H -0.7934 4.7114 3.2878
H 0.1583 5.4273 1.9776
C -3.3605 2.8506 1.4651
N -3.6784 1.5405 0.9181
C -4.0075 0.6967 2.0617
C -4.4151 -0.7392 1.7730
N -3.3568 -1.4760 1.1299
C -3.5161 -2.7709 1.0360
C -2.4172 -3.5895 0.6122
F -1.2449 -2.9639 0.3183
C -2.4517 -4.9538 0.4824
F -1.3542 -5.6259 0.0504
C -3.6018 -5.6693 0.8100
F -3.6448 -7.0271 0.7056
C -4.7081 -4.9445 1.2339
F -5.8449 -5.6114 1.5649
C -4.6797 -3.5720 1.3363
F -5.8619 -3.0053 1.7355
C -4.7642 1.6978 -0.0473
C -4.9009 0.6323 -1.1404
N -3.9046 0.7569 -2.1831
C -4.0916 0.1002 -3.3010
C -3.0747 0.1037 -4.3166
F -1.8841 0.7009 -4.0411
C -3.1786 -0.5310 -5.5284
F -2.1514 -0.4763 -6.4095
C -4.3158 -1.2592 -5.8682
F -4.4299 -1.8793 -7.0759
C -5.3109 -1.3627 -4.9070
F -6.4050 -2.1184 -5.1789
C -5.2071 -0.7268 -3.6905
F -6.2380 -0.9925 -2.8310
H -4.2431 3.3149 1.9406
H -2.5755 2.7517 2.2112
H -3.0012 3.4954 0.6591
H -3.1152 0.6663 2.6985
H -4.8358 1.1571 2.6433
H -4.6428 -1.1951 2.7519
H -5.3470 -0.7480 1.1921
H -5.7325 1.7655 0.4881
H -4.5979 2.6428 -0.5757
H -4.8504 -0.3742 -0.7124
H -5.9149 0.7766 -1.5427
Cl 0.2721 -2.6987 -2.6731
C -1.4695 -2.9800 -2.7275
Cl -2.3003 -1.6775 -1.8565
H -1.6724 -3.9323 -2.2406
H -1.7779 -2.9709 -3.7721
C -2.8967 3.5101 -3.3110
Te -1.8298 2.4918 -1.7002
C -0.5236 4.2782 -1.6356
H -3.0738 4.5440 -3.0335
H -3.8492 3.0225 -3.4679
H -2.3389 3.4923 -4.2392
H -0.1051 4.4661 -2.6207
H 0.2910 4.1126 -0.9407
H -1.0814 5.1599 -1.3242
*
```

Results
gap between HOMO and LUMO (spin up / spin down)	5.53 / 4.97	eV
LUMO (spin up / spin down)	3.8 / 3.8	eV

Löwdin population analysis, charges in e, atoms 1 to 8: 0.485 -0.055 -0.560 -0.070 -0.053 -0.189 -0.055 -0.389

***

Computed, not measured: a 2-piece molecular cluster, C4H10O2 overall at a distorted geometry, with wB97M-V/def2-TZVPD.

```
! RIJCOSX wB97M-V def2-TZVPD def2/J DEFGRID3
* xyz 0 1
C 0.4333 1.8746 -1.1005
C 0.8829 0.7887 -0.1244
C 0.2059 -0.5553 -0.4329
C 0.6817 -1.6492 0.5316
O -0.0132 -2.3840 1.1410
H 0.9445 2.8741 -1.0108
H 0.8030 1.5869 -2.2180
H -0.5881 2.0301 -1.0617
H 1.9487 0.7039 -0.0524
H 0.6015 0.9904 0.8768
H -0.8548 -0.4075 -0.3252
H 0.5068 -0.8693 -1.5311
H 1.8440 -1.7365 0.6262
O -2.4993 -0.8021 1.2755
H -1.8544 -1.5251 1.3541
H -3.0425 -0.9197 2.0520
*
```

Results
gap between HOMO and LUMO	11.07	eV
ΔE to the lowest compared entry with this formula, charge and spin	1.165	eV
LUMO	1.0	eV

Löwdin population analysis, charges in e, atoms 1 to 8: -0.110 -0.283 -0.171 -0.276 0.055 0.078 0.123 0.034

***

Computed, not measured: CCl2NO3S as an isolated structure at a distorted geometry, with wB97M-V/def2-TZVPD.

```
! RIJCOSX wB97M-V def2-TZVPD def2/J DEFGRID3
* xyz -1 1
C -1.6430 0.0246 0.5391
N -1.8133 0.5936 1.5122
O 0.3185 -0.7290 0.8597
O 1.0208 -0.8136 -1.4524
O 0.2962 1.3333 -0.4755
S 0.7939 0.0049 -0.2996
Cl 2.7518 0.2955 0.1686
Cl -1.7250 -0.7092 -0.8520
*
```

Results
gap between HOMO and LUMO	9.33	eV
ΔE to the lowest compared entry with this formula, charge and spin	0.795	eV
LUMO	3.4	eV

How is the electron density shared among the atoms? According to Löwdin, the charges in e are: -0.953 0.113 -0.448 -0.454 -0.394 -0.023 0.287 0.873

***

Computed, not measured: a 6-piece molecular cluster, C4H20N2O7 overall at a distorted geometry, with wB97M-V/def2-TZVPD.

```
! RIJCOSX wB97M-V def2-TZVPD def2/J DEFGRID3
* xyz 1 2
C 0.3742 -2.2069 0.8641
C -0.9825 -1.3970 0.9563
C -1.7678 -1.3217 -0.3570
O -1.7348 -0.0358 -0.9590
N 1.3930 -1.2466 0.7755
C 2.0706 -0.6936 -0.3391
N 1.8967 -1.2701 -1.5382
O 2.7609 0.2735 -0.1029
H 0.3825 -2.7600 1.7674
H 0.3057 -2.8475 0.0006
H -0.8756 -0.3986 1.3767
H -1.6648 -1.7380 1.7469
H -2.7981 -1.6673 -0.3522
H -1.1888 -1.9259 -1.0630
H -2.3184 0.6603 -0.6323
H 1.7189 -0.8907 1.6649
H 1.8167 -0.6778 -2.3692
H 1.2310 -2.0286 -1.6385
H 1.2049 1.4571 0.4353
H 1.6827 2.6488 1.2476
O 0.9423 2.0361 1.1659
H 0.5680 1.5045 -2.5276
H 1.3687 2.7350 -2.0886
O 1.4018 1.7718 -2.1222
H -0.5168 0.8329 -3.9517
H -0.8994 -0.2372 -2.9204
O -0.2474 -0.0229 -3.6024
H 0.1686 1.3190 3.2319
H -1.1887 0.8508 3.7520
O -0.2601 0.9263 4.0027
H -1.8412 2.6809 1.6418
H -1.0417 1.7952 0.8183
O -1.9614 1.8741 1.1165
*
```

Results
gap between HOMO and LUMO (spin up / spin down)	11.52 / 5.92	eV
ΔE to the lowest compared entry with this formula, charge and spin	0.000	eV
LUMO (spin up / spin down)	-2.8 / -8.4	eV

Löwdin population analysis, charges in e, atoms 1 to 8: -0.082 -0.082 -0.201 -0.082 0.262 -0.517 0.242 0.149

***

Computed, not measured: C41H67OPRhS2Si as an isolated structure at a distorted geometry, with wB97M-V/def2-TZVPD.

```
! RIJCOSX wB97M-V def2-TZVPD def2/J DEFGRID3
* xyz -1 1
Rh 0.1312 -0.1398 0.9071
C -0.9848 -1.5704 2.2449
C -1.9968 -0.7466 1.6348
C -2.5369 -1.5481 0.5203
C -1.9031 -2.7780 0.5639
C -0.9714 -2.8271 1.6270
C -0.2589 -4.0626 2.1148
C 0.4488 -4.7655 0.9481
C -1.3190 -5.0155 2.6878
C 0.7402 -3.7056 3.2203
C -3.5329 -1.2010 -0.5909
C -4.9888 -1.3203 -0.1031
C -3.3177 0.1996 -1.1865
C -3.3747 -2.2067 -1.7436
C -2.8693 0.0263 2.6639
C -3.5296 1.2935 2.1240
C -2.0492 0.3620 3.9109
C -3.9729 -0.9245 3.1701
H -0.5639 -1.3748 3.2176
H -2.0649 -3.5852 -0.1397
H -0.2672 -5.0618 0.1754
H 0.9581 -5.6666 1.3055
H 1.1860 -4.1120 0.4820
H -2.0463 -5.3030 1.9234
H -1.8605 -4.5395 3.5098
H -0.8377 -5.9235 3.0688
H 1.3445 -2.8404 2.9383
H 1.4012 -4.5549 3.4190
H 0.2159 -3.4657 4.1517
H -5.2719 -0.5123 0.5729
H -5.1554 -2.2742 0.4081
H -5.6571 -1.2740 -0.9692
H -3.2551 0.9759 -0.4276
H -4.1513 0.4347 -1.8598
H -2.3918 0.2367 -1.7632
H -3.7727 -3.1924 -1.4812
H -2.3240 -2.3237 -2.0149
H -3.9277 -1.8451 -2.6172
H -2.7846 1.9667 1.7005
H -4.0495 1.8139 2.9359
H -4.2680 1.0774 1.3524
H -1.0688 0.7306 3.6512
H -1.9200 -0.5205 4.5427
H -2.5641 1.1215 4.5060
H -4.6931 -1.1765 2.3924
H -4.5175 -0.4648 4.0045
H -3.5225 -1.8577 3.5266
S 1.8938 -2.4339 -3.4916
P 1.1953 -0.6130 -3.2613
S 0.1116 -0.1579 -1.5810
C -0.0211 -0.2994 -4.6020
C -1.2853 -0.8772 -4.4792
C -2.2237 -0.7579 -5.4926
C -1.9093 -0.0625 -6.6567
C -0.6475 0.4957 -6.7989
C 0.2947 0.3738 -5.7791
C 2.4707 0.6648 -3.5570
C 3.8162 0.3181 -3.6259
C 4.7812 1.2924 -3.8596
C 4.4054 2.6166 -4.0478
C 3.0619 2.9685 -3.9907
C 2.1027 1.9985 -3.7373
H -1.5254 -1.4241 -3.5783
H -3.2019 -1.2106 -5.3752
H -2.6415 0.0351 -7.4503
H -0.3878 1.0288 -7.7068
H 1.2814 0.7986 -5.9163
H 4.0919 -0.7210 -3.5066
H 5.8278 1.0136 -3.9005
H 5.1574 3.3753 -4.2349
H 2.7619 3.9994 -4.1369
H 1.0574 2.2785 -3.6576
C 3.5512 -0.9519 -0.4859
C 2.6005 -1.8039 0.3361
C 3.4422 -2.8311 1.0851
O 1.8465 -1.0710 1.2945
H 3.9992 -1.5504 -1.2805
H 4.3482 -0.5508 0.1507
H 3.0230 -0.1158 -0.9411
H 1.9481 -2.3343 -0.3654
H 4.0758 -2.3155 1.8164
H 4.0847 -3.3704 0.3803
H 2.8313 -3.5597 1.6177
C -0.4415 2.9736 2.9203
Si 0.5688 2.1206 1.5710
C 2.3050 2.1247 2.3588
C 2.6777 3.5155 2.8827
C 2.2642 1.1352 3.5386
C 3.4010 1.6527 1.3992
C 0.3201 3.3330 0.1061
C 1.4399 3.2005 -0.9335
C 0.2607 4.8002 0.5566
C -1.0279 3.0162 -0.5690
H -0.0785 4.0023 2.9919
H -0.3184 2.5122 3.9007
H -1.5118 3.0068 2.7024
H 1.9944 3.8711 3.6597
H 2.7094 4.2652 2.0879
H 3.6835 3.4648 3.3213
H 1.5334 1.4304 4.3014
H 3.2525 1.1077 4.0208
H 2.0331 0.1241 3.1966
H 3.5575 2.3397 0.5649
H 3.1534 0.6747 1.0040
H 4.3540 1.5660 1.9421
H 2.3749 3.6430 -0.5742
H 1.1579 3.7360 -1.8516
H 1.6380 2.1605 -1.2052
H 1.1600 5.1242 1.0866
H -0.6004 5.0032 1.1976
H 0.1591 5.4308 -0.3389
H -1.0960 1.9843 -0.9113
H -1.1586 3.6679 -1.4469
H -1.8681 3.2093 0.1098
*
```

Results
gap between HOMO and LUMO (spin up / spin down)	6.41 / 6.46	eV
LUMO (spin up / spin down)	1.8 / 1.9	eV

Löwdin population analysis, charges in e, atoms 1 to 8: 0.719 -0.190 -0.240 -0.128 0.003 -0.166 -0.541 -0.034

***

Computed, not measured: C25H32N6O2SW as an isolated structure, with wB97M-V/def2-TZVPD.

```
! RIJCOSX wB97M-V def2-TZVPD def2/J DEFGRID3
* xyz 4 1
W -0.0692 0.0392 0.0371
C -0.6680 0.0703 -3.0104
N 0.5001 -0.2957 -2.1203
C 0.9266 -1.6996 -2.5662
C -0.0797 -2.8044 -2.3761
C -0.4139 -2.9787 -0.9178
N -1.1381 -1.7729 -0.4256
C -2.3830 -1.9824 -0.0950
C -3.3472 -1.0526 0.3990
C -4.6374 -1.4770 0.7501
C -5.5601 -0.5450 1.1958
C -5.2180 0.8063 1.2807
C -3.9523 1.2655 0.9152
C -3.0542 0.3146 0.4920
O -1.7851 0.6363 0.0941
C 1.6942 0.5838 -2.4773
C 2.6383 0.8262 -1.3121
C 3.0036 -0.3943 -0.4974
N 1.8313 -0.8458 0.3282
C 2.1562 -1.7606 1.2338
C 1.3312 -2.3136 2.2266
C 1.8105 -3.3578 3.0532
C 1.0090 -3.8532 4.0600
C -0.2546 -3.3002 4.2729
C -0.7507 -2.2462 3.4913
C 0.0476 -1.7832 2.4762
O -0.3481 -0.7105 1.7267
H -0.3865 -0.1498 -4.0411
H -0.8913 1.1255 -2.9134
H -1.5380 -0.5251 -2.7447
H 1.8515 -1.9414 -2.0514
H 1.1639 -1.5860 -3.6248
H 0.3725 -3.7227 -2.7571
H -0.9837 -2.6477 -2.9662
H 0.4896 -3.1088 -0.3193
H -1.0431 -3.8516 -0.7468
H -2.7440 -3.0028 -0.2190
H -4.9052 -2.5233 0.6725
H -6.5565 -0.8644 1.4693
H -5.9539 1.5195 1.6293
H -3.6958 2.3149 0.9484
H 1.3034 1.5242 -2.8589
H 2.2155 0.0847 -3.2946
H 2.2264 1.5811 -0.6325
H 3.5501 1.2804 -1.7061
H 3.8066 -0.1475 0.1993
H 3.3611 -1.2191 -1.1149
H 3.1851 -2.1205 1.2025
H 2.8019 -3.7613 2.8873
H 1.3612 -4.6566 4.6923
H -0.8733 -3.6870 5.0736
H -1.7167 -1.8033 3.6909
N 0.6516 1.5465 1.5265
H 1.1055 2.3931 1.1656
H 1.2845 1.1117 2.1986
H -0.1707 1.8405 2.0572
S -0.3708 2.6121 -0.9678
C 0.8653 3.8500 -0.8438
N 0.6990 4.9294 -1.6499
C 1.4893 6.0199 -1.5642
C 2.5105 6.0219 -0.6441
C 2.6401 4.8902 0.1502
N 1.8271 3.8273 0.0545
H -0.0642 4.9306 -2.3221
H 1.2623 6.8384 -2.2362
H 3.1696 6.8719 -0.5427
H 3.4115 4.8366 0.9093
*
```

Results
gap between HOMO and LUMO	5.84	eV
ΔE to the lowest compared entry with this formula, charge and spin	0.000	eV
LUMO	-14.3	eV

Löwdin population analysis, charges in e, atoms 1 to 8: 1.897 -0.049 -0.297 -0.148 -0.127 -0.146 -0.085 0.006

***

no.,E (hartree)
1,-7203.80603
2,-4786.98218
3,-7711.63452
4,-308.85534
5,-1637.17832
6,-800.28470
7,-3215.55849
8,-1914.73288